A molecular structure, C24H26AsMnN3O2S, computed with ωB97M-V with the def2-TZVPD basis set.

spin multiplicity: 5
Kohn-Sham gap (alpha / beta): 5.69 / 6.72 eV
expectation value of S²: 6.15
HOMO (alpha / beta): -9.946 / -9.988 eV
LUMO (alpha / beta): -4.3 / -3.3 eV
charge: +1

```
58
Properties=species:S:1:pos:R:3:forces:R:3:mulliken_charge:R:1
Mn 2.811556 1.113613 -2.467205 -0.147 0.451 0.076 0.340
C 5.070011 0.866151 -2.491278 0.123 -0.107 0.001 -0.705
C 4.558999 0.051268 -3.506739 -0.035 -0.008 0.023 -0.348
C 3.887414 0.905551 -4.426886 0.024 0.012 -0.002 -0.801
C 4.103524 2.260972 -4.031124 0.067 -0.068 -0.080 -0.077
C 4.802327 2.239958 -2.828896 -0.063 -0.005 0.006 -0.447
H 5.604850 0.529162 -1.616482 0.016 0.006 -0.008 0.581
H 4.592234 -1.025538 -3.548378 -0.008 0.003 0.001 0.491
H 3.338814 0.580925 -5.297480 0.011 0.001 -0.010 0.511
H 3.730320 3.134452 -4.539970 -0.020 0.000 0.021 0.447
H 5.066004 3.097055 -2.230395 0.029 -0.003 -0.008 0.518
C -5.275223 -5.301121 6.050219 -0.005 -0.009 -0.001 -0.837
O -4.359473 -4.245500 6.300796 -0.002 0.007 0.002 -0.419
C -3.679334 -3.730771 5.256769 0.002 -0.001 0.018 0.772
C -3.800678 -4.184751 3.941311 -0.007 -0.006 -0.017 -0.607
C -3.056998 -3.591036 2.937716 -0.014 -0.006 0.029 -0.339
C -2.189978 -2.545914 3.236762 -0.010 0.035 0.004 0.112
C -2.066672 -2.101545 4.552249 -0.043 -0.025 0.026 -0.114
C -2.806496 -2.683360 5.557510 0.020 -0.004 -0.015 -0.769
N -1.386790 -1.874865 2.283998 0.061 0.041 0.038 -0.303
N -1.583249 -2.194387 1.101900 0.017 -0.081 -0.076 -0.274
C -0.771158 -1.540542 0.140597 -0.126 -0.019 0.053 -0.310
C -1.312254 -1.500339 -1.119753 -0.014 0.000 -0.025 -0.162
C -0.691029 -0.848076 -2.196871 0.026 0.015 0.010 -0.572
C 0.522750 -0.237105 -2.011657 -0.084 -0.018 -0.062 0.707
O 1.156352 0.437475 -2.981368 0.015 -0.014 0.000 -0.848
C 1.135667 -0.322837 -0.729736 -0.004 -0.038 0.072 0.610
N 2.373357 0.251801 -0.635081 0.099 -0.140 -0.019 -0.241
C 3.028319 0.208487 0.504819 -0.066 -0.012 0.009 -0.127
C 2.502161 -0.430360 1.632040 0.003 0.000 0.000 -1.029
C 1.264355 -1.013559 1.562839 0.022 -0.017 0.049 -0.394
C 0.516158 -0.963923 0.363957 0.057 0.063 -0.101 0.287
H -5.714875 -5.548824 7.011171 -0.002 0.004 0.000 0.236
H -4.765264 -6.179397 5.648796 0.006 0.004 -0.003 0.344
H -6.061126 -4.984303 5.361284 -0.002 -0.003 0.004 0.346
H -4.467786 -4.997309 3.695019 0.004 -0.003 0.005 0.383
H -3.142804 -3.940297 1.918592 0.006 0.011 -0.006 0.421
H -1.387983 -1.286443 4.767961 0.008 0.001 -0.010 0.405
H -2.727799 -2.352061 6.583668 -0.007 0.001 0.001 0.414
H -2.269999 -1.982400 -1.265341 0.000 -0.002 0.010 0.484
H -1.161679 -0.823064 -3.170628 0.019 0.010 -0.010 0.450
H 3.997989 0.689024 0.535212 0.007 -0.001 0.002 0.452
H 3.080907 -0.462208 2.543600 0.005 0.001 -0.001 0.428
H 0.847224 -1.512168 2.422324 0.010 0.008 0.005 0.572
C -1.263043 2.869076 -1.767255 0.055 0.027 0.045 -0.731
As 0.239326 3.956105 -2.261016 0.020 0.012 -0.116 0.685
C 0.287470 3.959190 -4.184126 -0.018 -0.049 0.022 -1.058
C -0.181974 5.748867 -1.713943 0.018 -0.036 -0.008 -1.023
S 2.093261 3.386989 -1.413227 -0.073 0.029 0.002 -0.458
H -2.148225 3.228883 -2.290426 0.003 0.009 -0.003 0.472
H -1.413065 2.937476 -0.691691 0.014 -0.027 0.004 0.356
H -1.051496 1.841851 -2.049061 -0.029 -0.063 0.008 0.015
H -0.642738 4.373470 -4.570850 0.004 0.008 -0.004 0.432
H 0.405813 2.934349 -4.533382 0.012 -0.009 0.032 0.293
H 1.130062 4.564136 -4.511772 -0.007 0.013 0.004 0.340
H -1.192964 5.995993 -2.034417 0.003 0.010 -0.004 0.381
H 0.531914 6.434786 -2.164329 0.012 -0.005 0.009 0.357
H -0.106984 5.806933 -0.630344 -0.009 0.000 0.000 0.351
```
Positions in Å, forces in eV/Å.

---

C5H8N2 in the gas phase, computed with ωB97M-V with the def2-TZVPD basis set.

spin multiplicity: 1
Kohn-Sham gap: 10.25 eV
HOMO: -9.371 eV
LUMO: 0.9 eV
SMILES: C[C@H]1[C@@H](C#N)N1C

```
15
Properties=species:S:1:pos:R:3:forces:R:3:mulliken_charge:R:1
C 0.962073 1.267202 -1.223293 0.018 -0.008 0.017 -1.366
C -0.166703 0.919392 -0.279026 0.065 0.160 -0.022 0.325
C -0.924853 -0.382654 -0.402006 -0.104 -0.220 -0.075 -0.250
C -0.537921 -1.495106 -1.251651 0.338 -0.844 -0.619 0.020
N -0.144493 -2.460925 -1.753336 -0.470 0.928 0.211 -0.480
N 0.054716 -0.174824 0.605802 0.295 -0.225 -0.123 -0.099
C -0.047114 -0.656291 1.956742 -0.076 0.035 0.202 -0.822
H 1.501490 0.357291 -1.502448 -0.079 0.139 0.047 0.358
H 0.585341 1.746078 -2.133976 -0.007 -0.054 0.171 0.323
H 1.666853 1.954319 -0.744284 -0.096 -0.088 -0.039 0.322
H -0.808911 1.762764 0.003988 0.093 -0.214 0.155 0.404
H -1.995444 -0.325684 -0.177262 0.240 -0.098 0.095 0.378
H -0.985728 -0.429581 2.480080 0.035 0.157 -0.069 0.321
H 0.803236 -0.336031 2.564480 -0.145 0.159 -0.163 0.285
H 0.037458 -1.745950 1.856188 -0.107 0.172 0.213 0.281
```
Positions in Å, forces in eV/Å.

---

5 unconnected molecules or ions with the total composition C36H60BF4N5O11PS, computed with ωB97M-V with the def2-TZVPD basis set.

spin multiplicity: 1
Kohn-Sham gap: 8.93 eV
HOMO: -11.240 eV
LUMO: -2.3 eV
charge: +1

```
119
Properties=species:S:1:pos:R:3:forces:R:3:mulliken_charge:R:1
C 9.142054 5.041462 0.413128 -0.176 0.153 -0.148 -1.058
C 9.332785 5.872371 -0.857321 -0.234 -0.268 0.035 -0.465
C 7.995169 6.253040 -1.528789 0.516 -0.009 -0.184 -0.845
C 7.726217 5.495503 -2.831627 -0.408 -0.081 0.124 -0.927
C 7.137416 4.092719 -2.617483 0.349 -0.075 -0.275 0.631
C 6.298817 3.643753 -3.814475 0.140 0.102 -0.028 -1.510
C 5.599444 2.280457 -3.692059 -0.118 -0.123 -0.243 -1.268
C 5.163864 1.890456 -2.282685 0.273 0.316 -0.168 -0.181
C 4.070171 2.738342 -1.630426 -0.145 0.449 -0.022 -0.824
N 3.222025 3.420813 -2.615571 -0.074 -0.115 0.066 -0.383
N 3.350619 1.954104 -0.678487 0.595 -0.558 0.169 -0.400
C 2.547909 0.809541 -1.109691 -0.283 0.277 0.289 0.552
B 1.029250 1.322548 -1.597856 0.008 -0.243 0.017 0.768
O 0.760397 2.639306 -1.295258 0.678 0.049 -0.226 -0.687
N 0.011662 0.459621 -2.162139 0.007 0.426 -0.200 0.272
C -0.976536 -0.001661 -1.145278 0.095 -0.268 -0.127 -1.587
C -0.706717 1.166701 -3.244004 -0.052 0.137 0.076 -1.312
C 2.322313 -0.013116 0.188939 -0.116 0.149 0.108 0.475
F 3.485178 -0.194975 0.862988 -0.197 -0.005 -0.030 -0.270
F 1.516513 0.741403 0.992870 0.065 -0.031 -0.110 -0.307
C 1.651365 -1.404242 -0.013120 0.364 -0.310 0.163 0.426
F 2.636714 -2.355475 0.035114 -0.179 0.163 -0.077 -0.324
F 0.787813 -1.649781 0.991924 0.201 0.030 -0.212 -0.294
C 3.413852 -0.083491 -2.055244 -0.083 -0.318 0.217 -0.474
P 2.744243 -0.626326 -3.685310 -0.167 0.469 -0.374 0.334
O 1.704647 -1.721113 -3.217725 0.265 -0.106 -0.168 -0.565
O 4.006032 -1.503995 -4.199814 0.156 0.261 0.111 -0.576
S 2.254956 0.703774 -4.968702 0.034 -0.159 0.149 -0.241
N 4.854080 0.393045 -2.278718 -0.100 0.010 0.033 1.243
C 5.808942 -0.374853 -1.437885 -0.250 0.092 -0.110 0.077
C 6.348693 -1.543387 -1.928423 0.064 -0.118 -0.107 -0.855
C 7.213907 -2.236194 -1.100504 -0.004 -0.167 -0.265 -0.662
C 7.482742 -1.725695 0.153852 0.101 -0.038 0.197 -0.469
N 6.937747 -0.608727 0.621925 0.041 0.136 0.136 -0.737
C 6.106529 0.057725 -0.163673 0.047 0.150 0.230 -0.037
H 8.385443 4.270503 0.241204 0.105 -0.106 0.035 0.125
H 8.771993 5.670085 1.224713 0.046 -0.051 0.057 0.327
H 10.065339 4.558762 0.729611 -0.004 0.029 0.074 0.351
H 9.894422 6.777674 -0.628141 0.104 -0.066 0.008 0.385
H 9.924499 5.290018 -1.569222 0.093 0.117 -0.004 0.315
H 8.008950 7.317940 -1.763043 -0.130 0.023 0.107 0.376
H 7.177679 6.060036 -0.827952 -0.076 0.217 -0.030 0.436
H 7.020372 6.073293 -3.436683 0.010 0.004 0.000 0.533
H 8.647163 5.410240 -3.412537 -0.027 0.112 -0.058 0.370
H 6.556434 4.085132 -1.691298 -0.017 0.037 -0.018 -0.110
H 7.966924 3.385662 -2.500902 -0.111 -0.079 0.270 0.177
H 6.970365 3.582730 -4.674139 -0.085 0.037 -0.067 0.391
H 5.590997 4.434599 -4.078358 -0.105 -0.062 0.128 0.451
H 4.738601 2.235882 -4.363514 -0.012 0.018 0.011 0.021
H 6.299810 1.513605 -4.048323 0.056 -0.011 0.149 0.628
H 6.039642 1.992376 -1.650781 -0.048 -0.200 0.110 0.609
H 4.621407 3.479032 -1.039971 -0.055 -0.040 0.088 0.591
H 3.773113 4.080482 -3.155607 0.022 -0.113 -0.083 0.061
H 2.575105 3.990777 -2.081430 -0.023 0.002 -0.027 0.442
H 2.896375 2.483771 0.049044 -0.125 0.119 -0.149 0.424
H 0.658764 3.208843 -2.063103 -0.488 0.032 0.060 0.348
H -1.060226 0.682923 -0.296830 -0.010 -0.023 0.013 0.307
H -1.960491 -0.063936 -1.597606 0.024 0.021 -0.051 0.804
H -0.753583 -1.003063 -0.784234 -0.023 0.035 0.092 0.288
H -1.565633 1.726703 -2.864196 -0.035 -0.054 -0.011 0.402
H -0.056811 1.878367 -3.754398 0.073 -0.100 -0.070 0.490
H -1.045293 0.451230 -3.994917 -0.089 0.010 0.039 0.285
H 1.165679 -1.499150 -0.983378 -0.155 0.080 0.127 0.179
H 3.570433 -1.039923 -1.549262 -0.027 -0.029 -0.042 0.210
H 1.031681 -1.862130 -3.899880 -0.219 -0.029 0.166 0.393
H 4.236874 -1.209750 -5.093953 -0.059 -0.184 -0.086 0.400
H 5.064654 0.098061 -3.234354 0.043 -0.081 0.018 0.564
H 6.100614 -1.908234 -2.916347 0.000 -0.026 -0.013 0.500
H 7.673460 -3.159917 -1.421350 0.001 0.010 -0.047 0.439
H 8.171271 -2.242991 0.811741 -0.044 0.036 0.050 0.411
H 5.649283 0.958020 0.230583 0.028 -0.036 0.068 0.557
O -3.756130 -0.644798 -0.324276 0.000 -0.029 0.044 -0.656
C -4.091679 -1.262223 0.654683 -0.132 0.120 -0.002 0.603
O -4.683808 -2.459451 0.571162 -0.006 -0.091 -0.018 -0.400
C -5.081185 -2.922906 1.893823 0.064 0.031 0.097 0.324
C -4.177087 -2.167380 2.855437 0.058 0.234 -0.131 -0.294
C -3.962839 -0.850752 2.107906 0.088 -0.277 0.037 -0.586
H -6.130702 -2.682990 2.035434 0.057 0.015 -0.007 -0.488
H -4.959734 -4.000446 1.932448 0.001 -0.006 -0.079 0.455
H -4.619212 -2.062018 3.840430 -0.055 0.003 -0.029 0.231
H -3.226751 -2.691187 2.965001 -0.015 -0.028 0.029 0.250
H -4.747808 -0.122127 2.321326 0.012 0.033 -0.010 0.301
H -2.993126 -0.390896 2.283827 -0.046 0.117 -0.031 0.299
O -7.831723 -3.953191 2.834293 -0.159 -0.139 -0.005 -0.577
C -8.681240 -3.111061 2.875279 0.035 -0.026 0.098 0.584
O -8.360718 -1.794200 2.919424 0.025 0.061 0.023 -0.365
C -9.551322 -0.987477 3.025147 -0.093 0.093 -0.017 -0.484
C -10.661802 -1.871126 2.481643 -0.086 -0.164 -0.051 -0.257
C -10.188122 -3.270965 2.871877 0.039 0.255 -0.178 -0.553
H -9.697682 -0.720328 4.073912 0.028 -0.050 0.017 0.305
H -9.401981 -0.082890 2.441392 0.044 -0.026 -0.034 0.339
H -11.646009 -1.605848 2.860306 0.020 0.010 0.048 0.399
H -10.678248 -1.782567 1.396612 -0.097 0.054 0.004 -0.022
H -10.512938 -3.570738 3.869700 0.031 -0.021 0.009 0.297
H -10.471316 -4.041723 2.160142 -0.008 -0.097 0.096 0.312
O -10.088411 -0.225612 -0.358200 -0.013 0.023 -0.044 -0.595
C -9.408250 -0.937445 -1.041028 0.140 -0.056 0.188 0.373
O -9.917687 -1.670854 -2.054021 -0.024 0.003 -0.031 -0.365
C -8.898055 -2.513664 -2.624064 0.093 -0.038 -0.022 -0.449
C -7.575681 -1.848872 -2.255256 -0.008 0.037 0.037 -0.533
C -7.918794 -1.204002 -0.915738 -0.008 0.009 -0.261 0.264
H -8.996011 -3.509222 -2.186234 0.011 0.001 0.015 0.262
H -9.073258 -2.580636 -3.694532 -0.063 0.035 0.005 0.329
H -6.743553 -2.547766 -2.214563 -0.021 -0.026 0.052 0.341
H -7.335142 -1.075295 -2.985617 0.006 -0.010 -0.014 0.271
H -7.763835 -1.886844 -0.076532 0.014 0.029 0.035 -0.302
H -7.385314 -0.277775 -0.720698 -0.001 -0.014 0.116 0.376
O -4.386279 -4.235410 4.995860 0.019 -0.115 0.043 -0.551
C -4.122845 -4.020121 6.141682 0.073 0.034 -0.039 0.527
O -4.756054 -3.056747 6.853864 -0.012 0.027 0.014 -0.344
C -4.180306 -2.940970 8.166862 0.041 -0.012 0.073 -0.412
C -3.500948 -4.281766 8.424302 0.003 -0.042 -0.063 -0.500
C -3.079398 -4.691421 7.014878 -0.188 -0.016 0.200 -0.433
H -3.468867 -2.112292 8.156620 0.015 -0.009 -0.001 0.259
H -4.977610 -2.711882 8.868909 -0.043 0.006 -0.047 0.301
H -2.682238 -4.211975 9.136735 0.022 0.041 -0.025 0.321
H -4.228183 -4.995375 8.812685 -0.003 0.009 0.019 0.268
H -2.101214 -4.291543 6.741062 0.012 -0.025 -0.027 0.259
H -3.085030 -5.764528 6.846437 0.079 0.010 -0.095 0.318
```
Positions in Å, forces in eV/Å.

---

no.,electronic energy (Eh)
1,-5029.6446
2,-304.7562
3,-3672.9905